ORCA calculation (the ωB97M-V functional and the def2-TZVPD basis) on 3 unconnected molecules or ions with the total composition H6O3.

The HOMO energy is -10.674 eV. The calculation puts the energy above the lowest of the compared OMol25 structures with the same formula, charge and spin at 0.450 eV. For the largest force on an atom, the calculation gives 0.62 eV/A. The SMILES is O.O.O.

Structure (ORCA input):
```
! RIJCOSX wB97M-V def2-TZVPD def2/J DEFGRID3
* xyz 0 1
O -5.9249 16.7657 2.3640
H -5.0967 16.3529 2.6090
H -6.3535 16.9572 3.1982
O -7.4041 17.7435 0.2144
H -7.9304 16.9608 0.0511
H -6.8189 17.4943 0.9296
O -8.3285 16.4453 5.0145
H -8.0702 16.6273 5.9181
H -7.7683 15.7168 4.7468
*
```

Results of the Löwdin charge analysis, in e, for atoms 1 through 6: -0.03 0.05 0.03 -0.07 0.03 -0.03

---

ORCA calculation (the ωB97M-V functional and the def2-TZVPD basis) on a gas-phase ion, CH5N2O (charge +1) at a distorted geometry.

The HOMO energy is -16.546 eV. The calculation puts the energy above the lowest of the compared OMol25 structures with the same formula, charge and spin at 0.000 eV. For the largest force on an atom, the calculation gives 1.11 eV/A. The SMILES is NC([NH3+])=O.

Structure (ORCA input):
```
! RIJCOSX wB97M-V def2-TZVPD def2/J DEFGRID3
* xyz 1 1
N -0.7359 1.2583 0.0207
C -1.0806 -0.0091 0.0073
N 0.2425 -0.9459 0.0203
O -2.0961 -0.5884 -0.0038
H 0.2104 1.6052 0.0012
H -1.4763 1.9453 -0.0449
H 1.0005 -0.6003 0.6192
H 0.5894 -1.0660 -0.9381
H -0.0657 -1.8688 0.3593
*
```

Results of the Löwdin charge analysis, in e, for atoms 1 through 6: 0.23 -0.50 0.27 0.20 0.14 0.16

---

ORCA calculation (the ωB97M-V functional and the def2-TZVPD basis) on 2 unconnected molecules or ions with the total composition C11H12NO2 at a distorted geometry.

The HOMO energy is -4.480 eV. The calculation puts the energy above the lowest of the compared OMol25 structures with the same formula, charge and spin at 0.763 eV. For the largest force on an atom, the calculation gives 1.68 eV/A.

Structure (ORCA input):
```
! RIJCOSX wB97M-V def2-TZVPD def2/J DEFGRID3
* xyz -1 1
C -0.9319 0.9358 -3.5564
C 0.9384 0.4013 -1.9768
C 0.2060 1.0912 -0.0110
C -0.3176 0.9015 -2.1999
C -0.8124 1.4030 -0.9630
C -0.0559 1.1320 1.3462
C -1.3395 1.4171 1.7832
C -2.0252 1.9061 -0.4813
C -2.3136 1.8425 0.8644
N 1.2705 0.4830 -0.6198
H 1.7063 -0.3042 -0.1326
H 1.5592 -0.1780 -2.6428
H 0.7109 0.7756 2.0183
H -1.8038 0.2539 -3.6204
H -0.2908 0.3982 -4.2556
H -1.5976 1.2176 2.8133
H -2.8219 2.0986 -1.1985
H -3.3021 2.1639 1.1727
H -1.2882 1.9210 -3.8547
C 1.1123 -3.2984 0.3024
C 1.2630 -2.5041 1.6118
O 1.6030 -1.2775 1.4957
O 0.9434 -3.0395 2.6878
H 0.6013 -4.2259 0.5629
H 1.9868 -3.3192 -0.3367
H 0.3413 -2.7197 -0.2258
*
```

Results of the Löwdin charge analysis, in e, for atoms 1 through 6: -0.07 -0.06 -0.22 -0.26 -0.14 -0.02

---

ORCA calculation (the ωB97M-V functional and the def2-TZVPD basis) on a single C3H2Br2P2 molecule at a distorted geometry.

The HOMO energy (alpha / beta) is -8.455 / -8.454 eV. The calculation puts the energy above the lowest of the compared OMol25 structures with the same formula, charge and spin at 1.696 eV. For the largest force on an atom, the calculation gives 4.68 eV/A. The SMILES is P=C=C(Br)/C=P/Br.

Structure (ORCA input):
```
! RIJCOSX wB97M-V def2-TZVPD def2/J DEFGRID3
* xyz 0 1
P 1.8123 -2.2853 0.1045
C 1.2933 -0.7681 -0.2280
C 0.8203 0.4699 -0.3390
Br 1.8683 1.7686 -1.3161
C -0.2450 0.9690 0.4678
P -1.0282 -0.2923 1.3290
Br -2.7066 0.9262 1.9588
H 0.9065 -2.9303 -0.6367
H -0.4134 1.9612 0.3746
*
```

Results of the Löwdin charge analysis, in e, for atoms 1 through 6: 0.84 -0.63 -0.89 0.69 -0.55 0.52

---

| no. | E_tot (Ha) |
| --- | --- |
| 1 | -229.30853 |
| 2 | -225.60708 |
| 3 | -631.66971 |
| 4 | -5946.14522 |